The following is a DFT calculation (ωB97M-V with the def2-TZVPD basis set) of a structure of composition C22H30FO24Pb.

Positions of all 78 atoms, in Å:
Pb 20.6710 -20.1639 -11.7858
O 16.2971 -21.6124 -11.6514
C 17.1091 -20.6011 -12.1951
O 18.2952 -20.6400 -11.7668
O 16.5715 -19.8519 -12.9943
H 15.4429 -21.3758 -12.0285
O 21.2207 -20.6353 -16.3623
C 20.4017 -20.0101 -15.4173
O 19.4665 -19.3655 -15.8630
O 20.7513 -20.2183 -14.2239
H 20.7830 -20.3817 -17.1817
O 19.9513 -15.6259 -11.5072
C 19.5546 -16.8135 -12.1450
O 18.6975 -16.6962 -13.0092
O 20.1413 -17.8487 -11.7111
H 19.4823 -15.0038 -12.0745
C 18.9513 -21.0859 -5.0692
C 18.5085 -20.0874 -6.1049
C 19.1735 -18.6958 -5.9608
O 19.8213 -18.4945 -7.2087
C 19.6232 -19.5623 -8.0280
O 19.9930 -19.6112 -9.1456
O 18.9284 -20.5304 -7.3912
H 18.6307 -20.8400 -4.0568
H 20.0487 -21.1360 -5.0593
H 18.6497 -22.1070 -5.3081
H 17.4203 -20.0069 -6.0988
H 19.8479 -18.6867 -5.1078
H 18.3918 -17.9401 -5.9106
C 26.4885 -18.5486 -7.9200
C 26.2272 -18.4818 -9.4191
C 26.2725 -19.8358 -10.1655
O 24.9156 -20.1502 -10.4335
C 24.1308 -19.0777 -10.2029
O 22.9859 -18.9824 -10.4777
O 24.8382 -18.1173 -9.5625
H 25.8359 -19.2726 -7.4400
H 26.2845 -17.5560 -7.5176
H 27.5496 -18.7563 -7.7613
H 26.8239 -17.7146 -9.9048
H 26.7233 -20.6673 -9.6311
H 26.7574 -19.6664 -11.1300
C 21.6988 -26.5860 -14.2596
C 20.4753 -25.6869 -14.2752
C 19.3261 -26.0576 -13.3221
O 19.1238 -24.9106 -12.5181
C 19.9914 -23.9301 -12.8826
O 20.0213 -22.8516 -12.4182
O 20.8049 -24.3616 -13.8843
H 22.4438 -26.2652 -13.5301
H 22.1878 -26.6011 -15.2318
H 21.4097 -27.6017 -13.9783
H 20.0808 -25.6848 -15.2937
H 19.4911 -26.9556 -12.7222
H 18.3957 -26.2226 -13.8701
C 22.1425 -23.7221 -5.6185
C 22.3265 -22.5610 -6.5739
C 23.6558 -22.5472 -7.3115
O 23.2936 -22.2390 -8.6680
C 21.9486 -22.3645 -8.8173
O 21.3715 -22.1530 -9.8240
O 21.3759 -22.7030 -7.6387
H 22.8827 -23.7634 -4.8208
H 22.1242 -24.6674 -6.1643
H 21.1498 -23.6544 -5.1653
H 22.1113 -21.6246 -6.0528
H 24.1438 -23.5229 -7.3582
H 24.3478 -21.7856 -6.9591
C 25.3818 -24.0610 -12.6000
C 24.3371 -24.6985 -11.6955
O 23.2500 -23.8577 -11.8290
C 23.6994 -22.6006 -12.1814
O 23.0620 -21.6176 -12.1480
O 25.0051 -22.6864 -12.5549
F 24.7816 -24.6921 -10.3844
H 25.3716 -24.4858 -13.6035
H 26.3833 -24.1084 -12.1779
H 24.0832 -25.7243 -11.9489

Summary:
Largest force on an atom (Eh/bohr): 0.051
Gap between HOMO and LUMO (eV): 6.08
LUMO (hartree): 0.0600
2S+1: 1
Charge: -1

The following is a DFT calculation (ωB97M-V with the def2-TZVPD basis set) of the ion C5H13N2O with charge +1.

Positions of all 21 atoms, in Å:
C -1.5032 1.0867 0.5225
C -0.8444 -0.1037 0.6618
N 0.5936 -0.2848 1.1618
C 1.6208 0.6642 0.0564
C 2.6170 -0.3212 -0.5266
N 0.7195 1.1500 -0.8757
O -1.3877 -1.2926 0.5616
C -2.5347 -1.3443 -0.2460
H -2.5555 1.1042 0.2172
H -0.9418 1.9149 0.4920
H 0.7870 0.0632 2.0822
H 0.3369 -1.3338 1.4435
H 2.0246 1.4553 0.7240
H 2.3447 -0.5860 -1.4902
H 3.5217 0.2679 -0.6901
H 2.8594 -1.3286 -0.1280
H 0.2417 2.0556 -0.6761
H 0.7061 0.8818 -1.8372
H -2.7948 -2.3678 -0.5788
H -2.4214 -0.7875 -1.1580
H -3.3895 -0.8937 0.2838

Summary:
SMILES: C=C([NH2+][C@@H](C)N)OC
Largest force on an atom (Eh/bohr): 0.092
Gap between HOMO and LUMO (eV): 10.15
LUMO (hartree): -0.1070
2S+1: 1
Charge: +1

The following is a DFT calculation (ωB97M-V with the def2-TZVPD basis set) of the molecule C5H7NO2.

Positions of all 15 atoms, in Å:
O -2.8224 -0.7315 -0.2455
C -1.7337 -0.1849 -0.0831
O -1.4220 1.0614 -0.6255
C -0.2488 1.6891 -0.0083
C 0.5166 0.4906 0.4073
N 1.2329 0.0143 -0.7571
C 0.5977 -1.4234 -0.4414
C -0.4586 -0.7549 0.5715
H -0.6880 2.1132 0.8978
H 0.1937 2.3414 -0.8090
H 1.3476 0.6624 1.1939
H 2.3201 -0.1351 -0.3672
H 0.2659 -1.8446 -1.3726
H 1.3454 -2.0841 0.0346
H -0.4465 -1.2141 1.6046

Summary:
SMILES: O=C1OC[C@@H]2NC[C@H]12
Largest force on an atom (Eh/bohr): 0.111
Gap between HOMO and LUMO (eV): 10.52
LUMO (hartree): 0.0195
2S+1: 1

The following is a DFT calculation (ωB97M-V with the def2-TZVPD basis set) of the molecule C2H5NS2.

Positions of all 10 atoms, in Å:
C -1.5670 -1.0116 -0.0052
S -0.9333 0.7023 -0.1269
C 0.7929 0.3212 -0.0642
N 1.5343 1.4557 -0.0788
S 1.5574 -1.1559 -0.1005
H -2.6498 -0.9636 0.0149
H -1.1403 -1.4861 0.9251
H -1.2094 -1.5827 -0.8854
H 1.1158 2.3447 0.1276
H 2.4994 1.3760 0.1933

Summary:
SMILES: CSC(N)=S
Largest force on an atom (Eh/bohr): 0.025
Gap between HOMO and LUMO (eV): 9.17
LUMO (hartree): 0.0219
2S+1: 1

The following is a DFT calculation (ωB97M-V with the def2-TZVPD basis set) of the molecule C5H8N2.

Positions of all 15 atoms, in Å:
C -1.3547 1.2493 0.7442
N -0.3847 0.5215 -0.0367
C -0.3391 0.4637 -1.4094
C -0.1150 -0.8170 -1.8033
N 0.3897 -1.8242 -1.2672
C 1.3073 -1.3717 -0.1888
C 0.5861 -0.2980 0.6829
H -0.8538 1.9586 1.4159
H -1.9772 0.5821 1.3592
H -2.0136 1.8112 0.0783
H -0.4898 1.3399 -2.0285
H 1.5592 -2.2343 0.4369
H 2.2377 -0.9701 -0.6040
H 0.0833 -0.7745 1.5337
H 1.3645 0.3634 1.0867

Summary:
SMILES: CN1C=C=NCC1
Largest force on an atom (Eh/bohr): 0.010
Gap between HOMO and LUMO (alpha / beta) (eV): 7.99 / 7.99
LUMO (alpha / beta) (hartree): 0.0147 / 0.0146
2S+1: 1

> Which formula does entry 1 have?

C22H30FO24Pb